DFT (ωB97M-V/def2-TZVPD) results for a single C4H6BrN3O2 molecule in a non-equilibrium geometry.

## Properties
total charge = 0
energy = -82852.60014 eV
SMILES = NN[C@]1(Br)CC(=O)NC1=O

```
16
Properties=species:S:1:pos:R:3:lowdin_charge:R:1
N -2.299 -0.764 1.036 0.017
N -1.410 -0.598 -0.028 -0.098
C -0.124 -0.221 0.135 -0.607
Br 1.120 -1.746 1.013 0.565
C 0.370 1.055 0.648 -0.104
C 1.740 1.239 -0.019 -0.449
O 2.669 1.949 0.277 0.116
N 1.687 0.440 -1.174 0.153
C 0.627 -0.351 -1.305 -0.514
O 0.200 -1.003 -2.241 0.081
H -3.244 -0.394 0.962 0.082
H -2.462 -1.766 1.254 0.096
H -1.583 -1.306 -0.751 0.146
H 0.402 1.154 1.766 0.143
H -0.158 1.999 0.292 0.166
H 2.466 0.314 -1.865 0.207
```